Record 1
Here is a gas-phase ion, C3NO3 (charge -1) from the Open Molecules 2025 dataset. Energies are from wB97M-V/def2-TZVPD.

Each line ends with the Löwdin charge.
Element x y z (Å)
C  -0.55  -0.88  -0.17  -0.24
C  1.27  0.50  0.07  -0.44
C  -1.02  0.35  0.12  -0.50
N  0.35  0.95  0.72  0.13
O  -0.44  -2.05  0.07  0.01
O  2.28  0.11  -0.40  0.09
O  -1.90  1.02  -0.41  -0.06

- energy relative to the best compared isomer or geometry (same formula, charge and spin) (kJ/mol) = 159.59
- HOMO level (eV) = -2.488
- total charge = -1
- Kohn-Sham gap (eV) = 6.56

=====

Record 2
Here is a gas-phase ion, C3NO4S2 (charge -1) from the Open Molecules 2025 dataset. Energies are from wB97M-V/def2-TZVPD.

Each line ends with the Löwdin charge.
Element x y z (Å)
C  -1.24  -0.21  -0.18  -0.84
C  -0.20  -1.21  0.40  -0.60
C  1.61  -0.03  -0.49  -0.63
N  1.04  -1.10  -0.07  0.17
O  -0.69  -1.93  1.25  0.02
O  2.60  0.14  -1.12  0.08
O  -0.99  2.10  1.25  -0.48
O  1.00  1.25  -0.01  -0.30
S  -2.56  -0.53  -0.98  0.74
S  -0.58  1.52  -0.04  0.85

- energy relative to the best compared isomer or geometry (same formula, charge and spin) (kJ/mol) = 0.00
- HOMO level (eV) = -4.970
- total charge = -1
- Kohn-Sham gap (eV) = 7.31

=====

Record 3
Here is C3O2 in the gas phase from the Open Molecules 2025 dataset. Energies are from wB97M-V/def2-TZVPD.

Each line ends with the Löwdin charge.
Element x y z (Å)
C  -0.28  0.07  -0.04  -0.27
C  -1.63  0.60  0.00  0.16
C  0.95  -0.05  0.15  0.19
O  2.68  -0.11  -0.04  -0.23
O  -1.52  -0.66  0.01  0.15

- energy relative to the best compared isomer or geometry (same formula, charge and spin) (kJ/mol) = 895.22
- HOMO level (alpha / beta) (eV) = -10.519 / -10.515
- Kohn-Sham gap (alpha / beta) (eV) = 7.97 / 7.97

=====

Record 4
Here is a molecular structure, C3O2Sn from the Open Molecules 2025 dataset. Energies are from wB97M-V/def2-TZVPD.

Each line ends with the Löwdin charge.
Element x y z (Å)
C  0.69  -2.07  -0.44  0.16
C  1.35  -1.00  -0.75  -0.10
O  0.89  0.29  -0.42  -0.14
C  -0.26  0.30  0.28  -0.85
O  -0.73  -0.84  0.46  -0.09
Sn  -1.18  2.07  0.48  1.03

- HOMO level (alpha / beta) (eV) = -10.211 / -7.850
- Kohn-Sham gap (alpha / beta) (eV) = 8.41 / 5.33

=====

Record 5
Here is a molecular structure, C3O9Tl from the Open Molecules 2025 dataset. Energies are from wB97M-V/def2-TZVPD.

Each line ends with the Löwdin charge.
Element x y z (Å)
Tl  2.09  1.00  -0.04  0.92
C  -0.74  2.26  -1.73  -1.13
O  0.44  2.49  -2.06  -0.19
O  -0.95  1.40  -0.86  0.00
O  -1.74  2.84  -2.15  -0.07
C  0.39  -2.38  -1.47  -1.09
O  -0.73  -2.97  -1.41  -0.03
O  1.35  -2.96  -2.01  -0.07
O  0.55  -1.37  -0.83  -0.03
C  -0.14  -0.14  3.15  -1.13
O  0.55  0.31  4.08  -0.08
O  -1.27  -0.58  3.33  -0.02
O  0.21  0.11  2.00  -0.07

- HOMO level (eV) = 3.078
- total charge = -3
- Kohn-Sham gap (eV) = 2.90

=====

Record 6
Here is 10 unconnected molecules or ions with the total composition C40H100O13 from the Open Molecules 2025 dataset. Energies are from wB97M-V/def2-TZVPD.

Each line ends with the Löwdin charge.
Element x y z (Å)
C  -5.36  -17.01  16.39  -0.09
O  -6.01  -17.99  17.19  -0.16
C  -6.33  -19.11  16.47  -0.25
C  -7.15  -20.02  17.31  -0.18
O  -8.44  -19.46  17.55  -0.17
C  -9.23  -20.23  18.37  -0.13
H  -4.36  -17.40  16.17  0.08
H  -5.22  -16.06  16.90  0.08
H  -5.82  -16.77  15.42  0.09
H  -5.38  -19.64  16.21  0.13
H  -6.90  -18.90  15.57  0.11
H  -6.62  -20.20  18.28  0.13
H  -7.23  -21.00  16.79  0.14
H  -9.51  -21.23  17.97  0.08
H  -10.16  -19.72  18.63  0.08
H  -8.69  -20.39  19.31  0.07
C  -1.32  -13.07  17.67  -0.09
O  -2.23  -13.30  18.76  -0.17
C  -3.12  -14.35  18.56  -0.23
C  -2.52  -15.73  18.67  -0.24
O  -1.83  -16.03  17.50  -0.19
C  -1.46  -17.41  17.54  -0.09
H  -0.51  -13.81  17.61  0.09
H  -0.89  -12.08  17.82  0.09
H  -1.83  -13.07  16.70  0.07
H  -3.59  -14.23  17.56  0.12
H  -3.89  -14.25  19.33  0.13
H  -3.37  -16.42  18.84  0.12
H  -1.84  -15.73  19.55  0.14
H  -2.35  -18.06  17.55  0.06
H  -0.94  -17.59  18.49  0.10
H  -0.80  -17.69  16.73  0.09
C  -7.96  -17.37  20.25  -0.09
O  -7.60  -16.52  21.33  -0.17
C  -8.53  -15.50  21.54  -0.25
C  -8.20  -14.69  22.74  -0.17
O  -8.50  -15.51  23.93  -0.17
C  -8.29  -14.79  25.06  -0.17
H  -8.99  -17.75  20.36  0.09
H  -7.27  -18.21  20.20  0.08
H  -7.91  -16.85  19.28  0.08
H  -9.55  -15.94  21.63  0.13
H  -8.54  -14.82  20.64  0.13
H  -8.87  -13.80  22.74  0.13
H  -7.16  -14.35  22.65  0.13
H  -8.21  -15.49  25.89  0.09
H  -9.17  -14.13  25.27  0.09
H  -7.39  -14.15  25.00  0.09
C  -15.93  -15.18  20.40  -0.08
C  -14.75  -15.01  19.50  -0.32
O  -14.11  -16.24  19.39  -0.14
C  -13.04  -16.18  18.58  -0.34
C  -12.23  -17.46  18.68  -0.07
H  -16.60  -15.97  20.03  0.08
H  -15.55  -15.53  21.35  0.08
H  -16.48  -14.26  20.54  0.08
H  -15.11  -14.70  18.49  0.13
H  -14.10  -14.19  19.85  0.13
H  -13.42  -16.05  17.54  0.13
H  -12.40  -15.32  18.82  0.12
H  -11.80  -17.64  19.67  0.07
H  -11.39  -17.50  17.98  0.07
H  -12.89  -18.31  18.44  0.08
C  -3.70  -10.61  15.50  -0.06
C  -4.58  -11.79  15.09  -0.27
O  -3.67  -12.79  14.63  -0.17
C  -4.37  -13.94  14.17  -0.30
C  -3.38  -15.03  13.89  -0.06
H  -4.37  -9.82  15.83  0.07
H  -2.97  -10.88  16.27  0.07
H  -3.21  -10.25  14.61  0.07
H  -5.13  -12.17  15.97  0.10
H  -5.35  -11.49  14.34  0.13
H  -5.07  -14.19  15.00  0.10
H  -5.00  -13.74  13.28  0.12
H  -2.82  -15.30  14.79  0.07
H  -2.72  -14.69  13.10  0.08
H  -3.91  -15.89  13.48  0.07
C  -11.15  -24.08  21.39  -0.07
C  -11.33  -23.02  20.37  -0.32
O  -12.56  -23.25  19.73  -0.16
C  -12.79  -22.38  18.64  -0.30
C  -14.06  -22.71  17.91  -0.08
H  -11.22  -25.01  20.84  0.08
H  -10.23  -23.93  21.96  0.07
H  -12.00  -24.04  22.08  0.08
H  -11.39  -21.98  20.77  0.13
H  -10.52  -23.02  19.62  0.10
H  -12.91  -21.33  19.03  0.12
H  -11.97  -22.32  17.90  0.12
H  -13.90  -23.70  17.48  0.07
H  -14.20  -22.01  17.08  0.08
H  -14.93  -22.80  18.56  0.08
C  -8.43  -15.24  13.21  -0.07
C  -8.77  -15.67  14.63  -0.31
O  -8.36  -14.63  15.44  -0.16
C  -8.24  -15.00  16.83  -0.26
C  -7.46  -13.96  17.58  -0.06
H  -8.88  -14.27  12.98  0.08
H  -7.35  -15.13  13.04  0.06
H  -8.77  -15.97  12.47  0.07
H  -9.86  -15.85  14.73  0.13
H  -8.24  -16.62  14.90  0.11
H  -9.26  -15.13  17.24  0.12
H  -7.76  -15.98  16.90  0.09
H  -6.47  -13.85  17.11  0.05
H  -7.31  -14.27  18.61  0.06
H  -8.00  -13.01  17.56  0.08
C  -7.31  -22.01  21.55  -0.08
C  -6.83  -23.20  20.77  -0.28
O  -7.72  -23.32  19.67  -0.17
C  -7.34  -24.38  18.84  -0.30
C  -8.34  -24.52  17.71  -0.07
H  -8.37  -22.09  21.81  0.07
H  -6.78  -21.89  22.49  0.08
H  -7.19  -21.11  20.94  0.05
H  -5.80  -23.02  20.43  0.12
H  -6.82  -24.13  21.37  0.13
H  -6.39  -24.12  18.34  0.12
H  -7.21  -25.34  19.36  0.12
H  -8.03  -25.22  16.95  0.08
H  -8.53  -23.54  17.28  0.07
H  -9.29  -24.90  18.08  0.07
C  -7.32  -19.72  12.80  -0.06
C  -6.21  -18.59  12.73  -0.25
O  -5.23  -18.75  13.71  -0.21
C  -4.29  -19.80  13.54  -0.27
C  -3.02  -19.46  14.31  -0.07
H  -6.95  -20.74  12.67  0.07
H  -7.87  -19.68  13.75  0.06
H  -8.04  -19.51  12.00  0.07
H  -5.75  -18.54  11.73  0.12
H  -6.71  -17.65  12.90  0.09
H  -4.69  -20.73  13.97  0.12
H  -4.00  -19.96  12.50  0.12
H  -3.15  -19.34  15.39  0.05
H  -2.63  -18.49  13.98  0.08
H  -2.24  -20.21  14.13  0.08
C  -2.50  -21.00  18.47  -0.07
C  -3.52  -20.17  19.20  -0.28
O  -2.83  -19.55  20.29  -0.15
C  -3.74  -18.73  21.01  -0.27
C  -4.60  -19.47  22.05  -0.06
H  -1.66  -20.40  18.11  0.07
H  -2.06  -21.75  19.12  0.08
H  -2.83  -21.53  17.57  0.07
H  -3.99  -19.34  18.65  0.10
H  -4.33  -20.84  19.56  0.10
H  -3.11  -18.02  21.53  0.12
H  -4.40  -18.14  20.36  0.11
H  -4.14  -19.63  23.03  0.07
H  -4.89  -20.47  21.68  0.05
H  -5.56  -18.96  22.21  0.07

- HOMO level (eV) = -9.450
- Kohn-Sham gap (eV) = 9.95

=====

Record 7
Here is a molecular structure, C40H102F4HgN8O24S4 from the Open Molecules 2025 dataset. Energies are from wB97M-V/def2-TZVPD.

Each line ends with the Löwdin charge.
Element x y z (Å)
Hg  1.82  -4.16  4.29  0.74
N  -0.28  0.01  3.65  -0.18
S  -0.63  1.32  4.36  0.46
O  -1.99  1.51  4.90  -0.25
O  0.13  2.52  3.98  -0.24
F  0.11  0.78  5.68  -0.22
S  -1.23  0.48  2.29  0.54
O  -0.89  1.58  1.41  -0.24
O  -2.61  0.18  2.49  -0.25
F  -0.82  -0.76  1.37  -0.20
N  2.50  -8.58  2.48  -0.19
S  2.78  -9.04  0.85  0.59
O  1.83  -9.89  0.19  -0.24
O  4.18  -9.03  0.52  -0.25
F  2.28  -7.64  0.09  -0.24
S  2.58  -10.04  2.92  0.40
O  3.89  -10.68  3.03  -0.24
O  1.48  -10.85  2.54  -0.23
F  2.33  -9.78  4.50  -0.21
C  -10.38  3.80  6.28  -0.21
C  -8.94  3.06  6.19  -0.20
O  -8.71  2.40  4.91  -0.08
O  -10.54  4.89  5.36  -0.09
H  -10.43  4.35  7.22  0.11
H  -11.29  3.22  6.13  0.11
H  -8.92  2.42  7.07  0.10
H  -8.18  3.81  6.44  0.11
H  -7.83  2.01  4.88  0.08
H  -11.07  4.62  4.61  0.07
C  -2.68  7.12  -0.22  -0.27
C  -4.11  6.96  0.23  -0.22
O  -4.31  5.65  0.89  -0.08
O  -2.32  6.38  -1.35  -0.06
H  -1.99  6.75  0.54  0.12
H  -2.50  8.19  -0.38  0.12
H  -4.80  7.00  -0.61  0.12
H  -4.40  7.78  0.89  0.11
H  -5.25  5.72  1.07  0.07
H  -2.46  5.46  -1.11  0.09
C  12.74  6.26  1.85  -0.14
O  11.39  6.02  1.93  -0.19
C  10.97  4.74  2.25  -0.22
C  9.49  4.68  2.75  -0.18
N  8.63  5.34  1.72  -0.04
C  7.41  5.86  2.36  -0.22
C  6.31  6.56  1.52  -0.23
O  6.91  7.72  1.00  -0.20
C  5.94  8.54  0.33  -0.10
H  13.25  5.73  1.05  0.09
H  13.23  5.85  2.73  0.08
H  13.10  7.29  1.82  0.09
H  11.63  4.30  3.01  0.12
H  11.05  4.18  1.32  0.12
H  9.42  5.19  3.71  0.10
H  9.11  3.68  2.96  0.11
H  9.22  6.07  1.34  0.09
H  7.69  6.58  3.13  0.11
H  6.90  5.06  2.90  0.11
H  5.56  6.84  2.25  0.12
H  6.02  5.86  0.73  0.12
H  6.48  9.46  0.10  0.08
H  5.12  8.83  0.99  0.09
H  5.69  8.11  -0.64  0.09
C  5.68  -9.38  -8.51  -0.10
O  4.58  -8.47  -8.67  -0.19
C  3.91  -8.37  -7.42  -0.23
C  2.87  -7.20  -7.44  -0.18
N  3.64  -5.96  -7.57  -0.03
C  2.76  -4.79  -7.85  -0.18
C  1.41  -4.68  -7.09  -0.20
O  0.48  -5.76  -7.36  -0.24
C  -0.81  -5.60  -6.77  -0.10
H  5.54  -10.27  -7.90  0.09
H  6.46  -8.76  -8.05  0.08
H  6.15  -9.58  -9.48  0.08
H  4.62  -8.19  -6.61  0.12
H  3.39  -9.29  -7.16  0.12
H  2.46  -7.17  -6.43  0.12
H  2.15  -7.28  -8.25  0.12
H  4.33  -6.01  -8.31  0.11
H  2.50  -4.72  -8.90  0.12
H  3.22  -3.83  -7.62  0.11
H  0.94  -3.80  -7.53  0.12
H  1.54  -4.65  -6.01  0.12
H  -1.43  -4.92  -7.37  0.08
H  -0.80  -5.11  -5.79  0.08
H  -1.21  -6.60  -6.59  0.09
C  9.04  -1.01  9.12  -0.12
O  8.00  -1.51  8.30  -0.19
C  7.97  -0.87  6.98  -0.19
C  6.63  -1.12  6.30  -0.19
N  6.20  -2.50  5.95  -0.02
C  7.08  -3.22  5.02  -0.18
C  7.07  -2.64  3.56  -0.24
O  5.76  -2.28  3.22  -0.19
C  5.86  -1.79  1.84  -0.08
H  9.20  -1.68  9.97  0.09
H  8.79  -0.03  9.53  0.08
H  10.01  -0.90  8.63  0.08
H  8.81  -1.18  6.35  0.11
H  8.09  0.20  7.09  0.12
H  6.49  -0.53  5.39  0.12
H  5.81  -0.72  6.90  0.12
H  6.47  -2.90  6.84  0.09
H  6.88  -4.28  5.19  0.12
H  8.10  -3.17  5.40  0.11
H  7.51  -3.39  2.91  0.12
H  7.67  -1.74  3.58  0.11
H  4.89  -1.51  1.43  0.09
H  6.24  -2.56  1.17  0.08
H  6.57  -0.97  1.68  0.09
C  -3.50  4.25  -8.64  -0.12
O  -2.83  5.11  -9.55  -0.21
C  -1.70  4.48  -10.25  -0.19
C  -1.11  5.41  -11.29  -0.22
N  -2.23  5.83  -12.15  -0.06
C  -1.83  7.00  -12.97  -0.18
C  -3.02  7.54  -13.83  -0.23
O  -3.72  8.48  -13.04  -0.20
C  -4.78  9.09  -13.79  -0.10
H  -4.43  4.63  -8.23  0.09
H  -2.92  3.90  -7.79  0.08
H  -3.71  3.32  -9.17  0.08
H  -2.09  3.60  -10.77  0.12
H  -0.95  4.17  -9.52  0.12
H  -0.41  4.86  -11.92  0.12
H  -0.58  6.23  -10.81  0.11
H  -2.93  6.08  -11.46  0.09
H  -1.10  6.64  -13.69  0.11
H  -1.37  7.80  -12.39  0.11
H  -3.68  6.77  -14.23  0.12
H  -2.62  8.11  -14.67  0.11
H  -5.56  8.36  -13.99  0.09
H  -4.35  9.53  -14.69  0.08
H  -5.23  9.90  -13.22  0.08
C  -14.69  4.10  1.29  -0.09
O  -13.58  3.23  0.97  -0.19
C  -13.47  2.89  -0.37  -0.26
C  -12.46  1.78  -0.45  -0.20
N  -11.06  2.26  -0.37  -0.05
C  -10.11  1.44  -1.13  -0.18
C  -10.10  -0.08  -0.81  -0.20
O  -11.19  -0.67  -1.54  -0.21
C  -11.15  -2.05  -1.40  -0.14
H  -14.60  5.05  0.77  0.08
H  -14.43  4.26  2.34  0.08
H  -15.71  3.74  1.19  0.08
H  -13.20  3.69  -1.06  0.12
H  -14.44  2.56  -0.73  0.12
H  -12.56  1.35  -1.45  0.11
H  -12.63  0.95  0.23  0.12
H  -10.73  2.11  0.58  0.10
H  -9.13  1.91  -1.06  0.11
H  -10.49  1.41  -2.15  0.11
H  -10.29  -0.35  0.23  0.12
H  -9.13  -0.54  -0.99  0.11
H  -12.10  -2.44  -1.03  0.09
H  -10.32  -2.49  -0.86  0.09
H  -11.12  -2.38  -2.43  0.09
C  4.37  -7.40  9.17  -0.11
O  3.53  -6.29  8.97  -0.22
C  2.27  -6.36  9.72  -0.15
C  1.22  -5.30  9.12  -0.16
N  0.50  -5.77  7.91  -0.01
C  -0.77  -5.06  7.80  -0.19
C  -1.66  -5.68  6.66  -0.22
O  -0.99  -5.64  5.42  -0.28
C  -1.52  -6.60  4.52  -0.11
H  4.64  -7.35  10.23  0.08
H  5.24  -7.35  8.51  0.09
H  3.88  -8.35  8.96  0.08
H  2.54  -6.32  10.77  0.12
H  1.87  -7.37  9.64  0.11
H  1.64  -4.31  8.95  0.12
H  0.51  -5.20  9.94  0.10
H  0.30  -6.74  8.09  0.11
H  -0.61  -4.00  7.59  0.12
H  -1.33  -5.04  8.73  0.12
H  -2.61  -5.14  6.65  0.12
H  -1.95  -6.69  6.93  0.12
H  -2.50  -6.27  4.21  0.09
H  -1.48  -7.65  4.79  0.10
H  -0.96  -6.49  3.59  0.08

- energy relative to the best compared isomer or geometry (same formula, charge and spin) (kJ/mol) = 1112.04
- HOMO level (eV) = -8.713
- Kohn-Sham gap (eV) = 0.96

=====

Max |F|: 0.068, 0.056, 0.197, 0.108, 0.106, 0.059, 0.173 (Eh/bohr)